C17H13Cl3CsGeN4O4Se as an isolated structure at a distorted geometry. Source: the Open Molecules 2025 dataset; level of theory: the ωB97M-V functional and the def2-TZVPD basis.

```
44
Properties=species:S:1:pos:R:3:forces:R:3
Cs 0.23423 -0.29338 0.09650 -1.898 0.075 -0.575
C -0.08946 -5.10961 -3.29390 -0.018 -0.007 0.006
C -1.36534 -5.06353 -2.74178 0.023 -0.006 -0.010
C -1.93374 -3.85693 -2.37306 -0.024 0.037 0.006
C -1.24858 -2.64075 -2.55063 0.067 -0.044 0.015
C 0.04124 -2.70858 -3.09937 0.009 0.013 0.041
C 0.60781 -3.92028 -3.46143 0.004 -0.003 0.000
N -1.73928 -1.42952 -2.09841 -0.189 0.083 -0.009
C -2.92611 -0.99636 -2.47656 0.088 -0.004 0.041
C -3.66178 -1.56780 -3.58581 -0.050 -0.021 -0.069
C -4.85481 -1.07225 -4.01303 0.047 0.011 0.047
C -5.46116 0.03917 -3.37946 -0.050 0.005 -0.031
C -4.81074 0.61454 -2.32478 0.074 -0.001 0.050
C -3.56879 0.13897 -1.84648 -0.134 -0.076 -0.163
N -2.93129 0.72582 -0.77529 0.067 0.133 0.163
N -3.54590 1.66720 -0.20319 -0.086 -0.038 -0.139
C -2.85612 2.27214 0.86791 0.117 -0.001 0.090
C -3.61971 3.11359 1.68205 0.015 -0.022 -0.022
C -3.00561 3.74427 2.74629 -0.026 -0.003 -0.013
C -1.65466 3.52614 2.97064 0.087 0.013 0.075
C -0.97469 2.68162 2.10520 -0.131 0.008 -0.039
N -1.55545 2.07640 1.07237 0.016 0.035 0.005
H 0.36084 -6.05698 -3.56359 0.002 0.002 -0.005
H -1.91688 -5.98348 -2.57913 -0.004 0.001 -0.001
H -2.91654 -3.83161 -1.91667 -0.004 0.000 -0.011
H 0.59832 -1.78633 -3.21394 -0.001 0.004 -0.007
H 1.61407 -3.93550 -3.86367 -0.002 0.009 -0.002
H -3.21704 -2.40174 -4.11168 0.018 -0.006 0.014
H -5.33812 -1.53533 -4.86801 -0.017 0.007 -0.001
H -6.40840 0.43024 -3.72989 0.000 -0.010 -0.007
H -5.23367 1.47051 -1.81663 -0.002 0.000 0.003
H -4.66997 3.23942 1.45716 -0.003 0.007 0.006
H -3.57243 4.39711 3.40019 -0.014 -0.004 -0.007
H -1.13205 3.98681 3.79804 0.005 -0.010 -0.010
H 0.08156 2.48320 2.25686 0.005 -0.015 0.006
Cl 0.20482 -0.67087 3.35011 0.032 0.000 0.283
Ge 2.55702 -0.01785 2.78236 0.318 0.167 0.754
Cl 2.65009 1.98096 3.91398 0.014 -0.292 -0.190
Cl 3.58054 -1.36689 4.24984 -0.096 0.191 -0.212
O 4.91231 -0.73678 -0.69895 0.108 -0.051 -0.215
Se 3.54988 -0.33442 0.04228 0.855 -0.015 0.337
O 2.56574 -1.56005 0.47862 0.659 -0.628 0.088
O 2.66834 0.82626 -0.65673 0.313 0.407 -0.383
O 4.01016 0.28298 1.59482 -0.195 0.050 0.088
```
Positions in Å, forces in eV/Å.

## Properties
HOMO-LUMO gap (spin up / spin down) = 6.06 / 5.98 eV
LUMO (spin up / spin down) = 0.15049 / 0.14745 Ha
Net charge = -2
Spin multiplicity = 2

=====

C17H13ClN13O5SV as an isolated structure. Source: the Open Molecules 2025 dataset; level of theory: the ωB97M-V functional and the def2-TZVPD basis.

```
51
Properties=species:S:1:pos:R:3:forces:R:3
V 0.27574 -0.23058 -0.02473 -0.597 -0.207 0.448
O -0.69369 -1.86139 -5.26477 0.010 -0.013 -0.023
C -1.29836 -2.80488 -4.52412 -0.010 -0.029 0.035
C -1.87917 -3.88550 -5.19142 0.007 0.009 0.001
C -2.50601 -4.89257 -4.48231 0.006 0.016 0.012
C -2.57129 -4.84687 -3.09301 -0.006 -0.015 -0.009
C -2.00529 -3.77457 -2.42829 0.003 0.024 -0.014
C -1.37051 -2.74603 -3.12067 0.006 -0.027 -0.047
C -0.79568 -1.62368 -2.33673 -0.011 0.065 0.018
O -0.98142 -1.57324 -1.09780 -0.030 -0.037 0.021
N -0.12847 -0.69423 -3.02820 0.029 0.028 -0.030
N 0.30080 0.25908 -2.16867 -0.031 0.065 -0.055
C 0.66989 1.39921 -2.60173 -0.019 -0.150 -0.059
C 0.90901 2.40272 -1.57492 0.007 0.044 0.102
C 1.18877 3.73296 -1.85600 -0.006 -0.071 -0.082
C 1.27248 4.62746 -0.80708 -0.011 0.000 0.115
C 1.07549 4.16656 0.48491 0.017 0.022 -0.094
C 0.82273 2.81878 0.68004 -0.004 0.019 0.068
N 0.74728 1.95488 -0.32499 0.128 0.154 -0.109
H -0.31997 -1.19487 -4.62133 -0.012 0.031 0.006
H -1.81622 -3.90993 -6.27188 0.002 -0.001 -0.008
H -2.94631 -5.72487 -5.01916 -0.005 -0.014 -0.006
H -3.05553 -5.63889 -2.53733 -0.005 -0.006 0.002
H -2.03561 -3.69893 -1.34926 0.005 -0.001 0.014
H 0.69118 1.64209 -3.66109 -0.009 -0.030 0.021
H 1.32111 4.04674 -2.88297 0.000 -0.001 -0.004
H 1.48547 5.67309 -0.99241 0.003 -0.001 -0.005
H 1.12988 4.82930 1.33604 -0.002 0.002 0.020
H 0.68975 2.40218 1.66980 0.006 -0.008 -0.024
N -2.66420 -0.42164 2.08006 0.020 -0.010 -0.017
C -2.66184 0.51308 1.07405 -0.023 -0.034 0.042
N -3.70850 1.27728 0.79595 -0.018 -0.034 0.040
N -3.28488 2.05408 -0.22063 0.047 0.017 -0.031
N -2.06713 1.77599 -0.52528 -0.039 0.072 -0.062
N -1.62431 0.78633 0.29026 0.227 -0.074 -0.009
C -1.66395 -1.35386 2.28069 -0.011 0.046 -0.019
N -1.76898 -2.32596 3.16833 -0.087 0.009 0.024
N -0.59444 -2.98497 3.06593 0.078 0.000 -0.030
N 0.15793 -2.43321 2.18071 0.041 -0.098 0.050
N -0.49542 -1.37660 1.64884 0.092 0.175 -0.317
H -3.55130 -0.62285 2.50430 0.002 0.004 0.003
Cl 4.29260 2.20453 -0.22633 -0.018 -0.047 0.013
C 3.72184 0.56501 0.27937 -0.031 -0.055 0.088
C 2.82956 0.66909 1.53165 -0.084 0.172 -0.058
O 3.32926 1.13265 2.54974 0.073 0.010 0.044
O 1.61347 0.28945 1.42109 0.085 -0.119 0.097
H 4.61447 -0.00643 0.52316 -0.042 0.005 -0.037
H 3.20996 0.12229 -0.56587 0.008 0.003 -0.027
O 3.42798 -3.28927 -1.19544 0.017 -0.092 0.029
S 2.15249 -2.99365 -0.51830 0.023 0.099 -0.038
N 1.66595 -1.61186 -0.53678 0.170 0.083 -0.104
```
Positions in Å, forces in eV/Å.

## Properties
HOMO-LUMO gap (spin up / spin down) = 6.83 / 6.74 eV
LUMO (spin up / spin down) = 0.15682 / 0.15119 Ha
Net charge = -2
Spin multiplicity = 3

=====

C17H13ClN2O2W as an isolated structure at a distorted geometry. Source: the Open Molecules 2025 dataset; level of theory: the ωB97M-V functional and the def2-TZVPD basis.

```
36
Properties=species:S:1:pos:R:3:forces:R:3
W 0.13805 -0.58281 0.05369 -0.105 -1.270 -0.601
Cl 3.16536 3.06274 -5.46508 -0.004 0.015 -0.001
C 2.66778 2.00450 -4.21543 -0.018 -0.004 0.004
C 3.35381 0.80460 -4.01028 0.032 -0.026 -0.006
C 2.97389 -0.07686 -3.00882 -0.011 0.004 0.026
C 1.89999 0.24661 -2.21358 -0.108 -0.050 0.268
O 1.47917 -0.61641 -1.22684 0.186 0.312 -0.263
C 1.18540 1.45624 -2.38886 -0.020 0.061 -0.010
C 0.08095 1.86060 -1.58635 -0.017 0.092 0.037
N -0.40984 1.17921 -0.57644 0.103 0.217 0.018
C -1.51695 1.46408 0.28567 -0.095 -0.085 0.028
C -2.20323 2.61482 0.30457 -0.028 0.041 -0.070
C -3.42687 2.75162 1.03938 0.019 -0.013 0.011
C -3.84496 1.74523 1.82784 -0.001 -0.026 -0.016
C -3.05477 0.55678 2.02357 -0.148 -0.347 -0.121
C -3.18227 -0.17075 3.16094 0.037 0.017 0.060
C -2.16348 -1.05996 3.62752 -0.066 -0.001 0.033
C -0.99467 -1.15941 2.96402 0.044 0.101 -0.102
N -0.82104 -0.60164 1.71812 -0.193 0.402 0.546
C -1.97061 0.20229 1.04630 0.106 0.636 0.242
C 1.59476 2.33144 -3.41499 0.025 -0.045 0.015
H 4.19472 0.56350 -4.64700 0.000 0.003 -0.002
H 3.50136 -1.00681 -2.84809 0.014 0.006 -0.022
H -0.38810 2.81267 -1.81576 -0.003 -0.007 -0.026
H -1.85453 3.45504 -0.28371 -0.013 0.006 0.006
H -3.98386 3.67449 0.97523 0.024 0.013 -0.023
H -4.73382 1.86168 2.43520 0.004 -0.050 0.015
H -4.01668 0.04971 3.81653 0.028 -0.021 0.036
H -2.27017 -1.55990 4.57930 -0.040 0.014 -0.002
H -0.14189 -1.68863 3.36846 0.032 0.008 -0.045
H 1.06462 3.26168 -3.57245 0.014 0.007 -0.018
C -3.01702 -1.89574 0.21926 0.006 -0.002 -0.016
O -2.25398 -0.69009 -0.07293 0.200 -0.007 -0.002
H -3.99516 -1.60473 0.59324 -0.005 0.002 -0.008
H -2.49721 -2.51800 0.94713 -0.005 0.005 0.012
H -3.11906 -2.41275 -0.72905 0.003 -0.006 0.000
```
Positions in Å, forces in eV/Å.

## Properties
HOMO-LUMO gap (spin up / spin down) = 5.65 / 5.84 eV
LUMO (spin up / spin down) = -0.33402 / -0.32794 Ha
Net charge = +2
Spin multiplicity = 3

=====

C17H13ClN2O6V as an isolated structure at a distorted geometry. Source: the Open Molecules 2025 dataset; level of theory: the ωB97M-V functional and the def2-TZVPD basis.

```
40
Properties=species:S:1:pos:R:3:forces:R:3
C -2.70076 -1.22287 -2.22794 -0.946 0.570 -0.750
C -1.94144 -1.42785 -3.43655 -1.614 -0.470 -1.179
C -1.36318 -0.19111 -3.82036 -1.255 0.483 -2.455
H -1.81211 -2.34989 -3.99026 0.161 -0.033 0.423
C -1.78165 0.80327 -2.90735 -1.406 1.006 -0.710
C -2.62880 0.18963 -1.93985 -0.741 0.320 -0.030
H -2.96830 0.69399 -1.03083 0.208 -0.257 -0.296
H -2.95563 -2.02117 -1.52397 -0.417 0.354 -0.389
H -0.77962 0.00068 -4.72049 -0.259 -0.272 0.497
H -1.45640 1.85242 -2.98709 -0.237 -0.742 0.575
V -0.79677 -0.76584 -1.97330 10.570 -1.489 5.449
Cl 0.28352 -2.80304 -0.89977 -1.472 1.615 -1.030
C 2.68650 -0.16091 -1.90127 -0.123 -0.969 -1.327
C 2.12549 1.05878 -2.41219 -0.409 -0.650 -1.525
C 1.59508 0.77640 -3.71623 -0.093 0.775 1.910
H 2.14594 2.02772 -1.91710 -0.161 -0.376 -0.153
C 1.82134 -0.61397 -4.00905 -0.542 -0.693 1.416
C 2.53278 -1.18559 -2.89603 -0.195 1.531 0.884
H 2.87973 -2.20428 -2.80281 -0.169 0.074 -0.037
H 3.12390 -0.29634 -0.91213 -0.166 0.059 -0.407
H 1.10900 1.50632 -4.36071 0.212 -0.223 0.103
H 1.52596 -1.14925 -4.90794 0.208 0.208 0.119
O -1.33328 1.88635 0.27625 0.916 -0.730 0.007
C -0.40589 1.13156 0.63756 -0.591 -0.170 -0.763
O 0.45799 0.49661 -0.06827 -1.621 -0.069 -1.729
C -0.26536 0.77512 2.06964 0.720 0.067 1.750
C 0.60849 -0.26536 2.42039 0.205 -0.557 0.441
C 0.83352 -0.61956 3.75857 -1.735 1.687 -0.079
C 0.15304 0.07764 4.79025 0.037 0.350 -1.070
C -0.69024 1.16328 4.42095 1.103 -1.561 -0.948
C -0.89474 1.51543 3.06632 0.049 -0.333 0.861
N -1.39966 1.86465 5.47266 -1.030 0.908 1.527
O -1.24625 1.48033 6.65038 -0.263 0.752 -2.159
O -2.13771 2.80146 5.12666 1.147 -1.415 0.682
N 1.70786 -1.73961 4.05957 1.261 -1.476 0.288
O 2.29353 -2.27804 3.10046 -0.986 0.878 1.828
O 1.82179 -2.08877 5.24749 -0.198 0.587 -1.969
H 1.11007 -0.85125 1.64963 -0.215 0.341 0.155
H 0.28650 -0.20885 5.82354 -0.061 0.097 -0.030
H -1.54422 2.34196 2.79117 0.111 -0.176 0.119
```
Positions in Å, forces in eV/Å.

## Properties
HOMO-LUMO gap (spin up / spin down) = 4.54 / 4.90 eV
LUMO (spin up / spin down) = -0.13700 / -0.12867 Ha
Spin multiplicity = 2

=====

| no. | DFT total energy (eV) |
| --- | --- |
| 1 | -191970.8069 |
| 2 | -96498.4373 |
| 3 | -39243.1269 |
| 4 | -71304.0629 |